DFT (ωB97M-V/def2-TZVPD) results for C9H13B as an isolated structure in a non-equilibrium geometry.

The geometry in XYZ format:
```
23
Properties=species:S:1:pos:R:3:forces:R:3
B 2.206 0.692 0.328 -0.77 -0.69 -1.38
C 1.957 -0.279 -1.087 -0.13 0.86 0.15
C 2.409 -1.415 -0.840 0.59 -0.97 0.50
C -2.058 0.338 -2.103 -0.11 1.01 -1.23
C -1.471 -0.543 -1.312 -1.47 0.00 0.87
C 1.213 0.903 -1.471 0.75 -0.26 2.57
C 1.148 1.597 -0.302 -0.93 1.82 -0.99
C 3.218 0.802 1.416 1.59 -2.86 2.05
C -1.333 -1.276 1.170 0.17 -3.33 -1.76
C -2.187 -1.033 -0.084 -0.59 2.34 -0.35
H -1.550 0.787 -2.950 0.27 -0.34 -0.19
H -3.085 0.770 -2.058 0.81 -0.71 0.75
H -0.507 -0.962 -1.426 0.99 -0.08 -0.63
H 0.878 1.041 -2.435 -0.76 0.71 -1.94
H 0.650 2.618 -0.214 0.77 -1.60 0.23
H 3.537 -0.100 2.079 -1.07 0.86 -1.49
H 2.933 1.492 2.137 -0.69 1.69 1.25
H 4.197 1.083 1.111 0.88 0.57 -0.89
H -0.807 -0.432 1.485 0.73 1.33 0.65
H -0.566 -2.186 1.031 -1.56 2.09 0.02
H -2.050 -1.645 1.874 -0.06 0.07 1.04
H -2.982 -0.204 -0.004 0.98 -1.24 0.92
H -2.769 -1.883 -0.329 -0.39 -1.28 -0.15
```
Forces are in eV/Å.

Values from the calculation:
- Energy: -10213.517 eV
- Energy above the lowest of the compared OMol25 structures with the same formula, charge and spin: 4.8222 eV
- Lowest unoccupied orbital energy: -0.16 eV
- Net charge: 0

DFT (ωB97M-V/def2-TZVPD) results for a 3-piece molecular cluster, C20H35BO8P2 overall in a non-equilibrium geometry.

The geometry in XYZ format:
```
66
Properties=species:S:1:pos:R:3:forces:R:3
C -5.923 -0.888 1.492 0.79 -0.70 -0.87
C -4.561 -0.226 0.799 -0.26 -0.56 -0.63
B -4.025 1.127 1.565 -2.42 1.36 0.04
O -4.885 2.357 1.526 0.53 -3.69 -0.16
P -2.346 1.307 2.498 0.83 -0.52 0.52
C -2.025 -0.266 3.601 0.18 -1.62 0.32
C -0.830 -1.221 2.940 3.85 -1.05 1.47
O 0.327 -1.503 3.545 -7.15 1.75 -3.58
C -1.153 -1.833 1.418 -0.84 -1.61 -2.79
C -1.588 -3.442 1.309 0.01 2.17 -3.68
C -1.955 -4.073 -0.185 1.05 4.20 0.55
C -1.880 -3.084 -1.522 0.80 1.51 2.85
C -1.430 -1.502 -1.439 -0.46 -2.39 4.17
C -1.079 -0.886 0.043 -1.26 -3.47 -0.27
P -2.591 3.069 3.758 -1.15 1.32 0.35
C -1.301 4.430 3.399 1.17 0.97 -0.09
C -1.041 4.743 1.810 0.67 1.00 -0.05
C -2.473 2.676 5.623 1.42 -0.02 0.40
C -0.895 2.582 6.083 -0.35 0.34 0.68
H -6.505 -1.421 0.600 0.95 1.26 2.19
H -6.582 -0.104 2.063 1.20 -1.70 -1.12
H -5.527 -1.756 2.196 -1.13 1.98 -1.19
H -3.780 -1.098 0.730 -1.37 1.80 0.12
H -4.794 0.087 -0.328 0.40 -0.63 2.34
H -5.806 2.033 1.296 1.57 0.69 0.06
H -1.705 0.011 4.697 -0.52 -0.43 -2.29
H -3.047 -0.879 3.664 2.40 1.09 -0.23
H -1.649 -4.157 2.257 0.22 1.92 -2.23
H -2.276 -5.215 -0.276 0.80 2.87 0.13
H -2.160 -3.501 -2.594 0.67 0.82 2.62
H -1.385 -0.774 -2.375 -0.13 -1.94 2.19
H -0.779 0.251 0.143 -0.65 -2.68 -0.12
H -1.736 5.436 3.869 0.78 -2.30 -0.86
H -0.273 4.232 3.921 -1.80 0.39 -1.08
H -1.983 5.220 1.254 1.94 -1.46 1.30
H -0.212 5.601 1.774 -1.75 -1.86 0.10
H -0.576 3.834 1.228 -1.24 1.71 1.18
H -2.954 3.592 6.207 0.77 -2.16 -1.26
H -3.030 1.664 5.820 0.90 2.10 -0.28
H -0.469 3.694 6.121 -0.76 -2.59 -0.07
H -0.874 2.133 7.164 0.20 0.90 -1.96
H -0.227 1.914 5.383 -1.43 1.37 1.30
C 1.495 -2.686 -0.072 -0.32 0.20 0.34
O 2.579 -3.129 -0.887 1.24 0.59 -0.39
C 3.584 -2.227 -1.018 -0.32 0.30 0.36
O 3.622 -1.117 -0.512 0.01 -1.55 -0.79
O 4.539 -2.774 -1.812 -0.72 0.23 0.46
C 5.666 -1.931 -2.040 0.42 0.27 -0.08
H 0.750 -3.485 -0.036 0.37 0.09 -0.22
H 1.837 -2.487 0.950 -0.04 0.13 -0.19
H 1.026 -1.796 -0.504 0.44 -0.30 0.21
H 6.174 -1.703 -1.097 -0.20 0.10 -0.16
H 5.364 -1.011 -2.550 0.05 -0.08 0.24
H 6.366 -2.469 -2.686 -0.34 -0.11 0.12
C 3.642 -1.214 -5.256 -0.46 -0.20 0.27
O 4.865 -0.812 -5.869 0.14 0.82 -0.72
C 4.741 0.225 -6.736 -0.42 0.23 -0.10
O 3.705 0.808 -7.013 1.52 -0.85 0.40
O 5.970 0.500 -7.242 -0.86 -0.36 0.50
C 5.992 1.577 -8.176 0.04 0.40 -0.35
H 3.859 -2.048 -4.583 0.24 0.17 -0.20
H 3.220 -0.395 -4.663 -0.01 -0.09 -0.24
H 2.926 -1.556 -6.010 0.08 0.23 0.12
H 5.665 2.507 -7.700 -0.10 -0.21 -0.13
H 5.371 1.346 -9.047 -0.02 0.11 0.25
H 7.024 1.709 -8.515 -0.14 -0.26 0.26
```
Forces are in eV/Å.

Values from the calculation:
- Energy: -56929.737 eV
- SMILES: CCB(O)P(CC(=O)c1ccccc1)#P(CC)CC.COC(=O)OC.COC(=O)OC
- Lowest unoccupied orbital energy: -0.38 eV
- Net charge: 0

DFT (ωB97M-V/def2-TZVPD) results for C20H26HgN2O10 as an isolated structure in a non-equilibrium geometry.

The geometry in XYZ format:
```
59
Properties=species:S:1:pos:R:3:forces:R:3
Hg -0.104 -0.533 0.391 0.56 -0.24 -0.57
C -2.371 -1.898 -3.109 0.13 0.13 0.42
C -1.874 -1.704 -1.827 -0.20 0.03 -0.21
C -2.854 -1.212 -0.716 0.33 -0.84 -0.20
O -2.357 -1.146 0.458 -0.12 0.47 0.17
C -4.172 -1.007 -1.041 0.15 0.81 -0.22
C -4.697 -1.200 -2.365 0.11 -1.20 1.23
C -3.736 -1.705 -3.450 0.59 0.74 -0.55
O -4.150 -1.817 -4.600 -0.42 -0.20 -0.37
O -5.898 -1.166 -2.576 -0.64 0.46 -0.57
O -0.663 -1.883 -1.500 -0.29 0.27 0.07
H -1.686 -2.085 -3.927 0.04 -0.27 0.07
H -4.878 -0.617 -0.315 0.06 -0.20 0.19
C 3.732 1.359 1.694 -0.50 -0.28 -0.15
C 2.703 0.638 1.123 0.09 0.21 -0.94
C 3.019 -0.379 -0.023 -0.14 -0.07 0.78
O 2.027 -0.876 -0.623 0.04 -0.06 -0.05
C 4.343 -0.705 -0.258 -0.45 0.17 0.13
C 5.403 0.053 0.305 0.64 -0.63 -0.40
C 5.099 1.108 1.381 -0.53 0.56 0.34
O 6.020 1.711 1.921 0.48 0.06 0.04
O 6.579 -0.104 -0.034 0.15 0.05 0.12
O 1.476 0.827 1.384 0.01 0.08 0.33
H 3.437 2.154 2.370 0.31 -0.03 0.20
H 4.564 -1.510 -0.947 0.13 0.16 -0.19
C -0.410 -4.032 3.511 0.63 0.57 -0.39
C -0.542 -2.713 2.741 0.01 0.00 -0.41
C -0.510 -1.490 3.655 -0.95 0.16 -0.48
O -0.646 -0.354 2.827 0.30 -0.37 0.25
C -1.020 0.822 3.462 -0.21 0.70 0.42
N 0.498 -2.549 1.707 0.29 -0.56 0.87
H 0.419 -3.923 4.220 -0.34 -0.11 0.39
H -0.053 -4.798 2.821 -0.41 -0.16 -0.06
H -1.356 -4.319 3.963 0.14 -0.14 0.29
H -1.512 -2.650 2.241 0.09 -0.14 -0.19
H 0.393 -1.428 4.274 0.02 0.00 0.02
H -1.424 -1.520 4.266 0.30 -0.24 0.44
H -0.468 1.005 4.395 0.09 -0.17 -0.06
H -2.096 0.842 3.694 0.05 -0.15 -0.02
H -0.796 1.659 2.800 0.05 -0.14 -0.12
H 1.399 -2.615 2.181 0.12 0.42 -0.20
H 0.521 -3.326 1.052 -0.40 0.13 -0.16
C -1.741 1.967 -2.821 0.26 -0.20 0.03
C -0.516 1.521 -2.017 -0.70 0.37 -0.10
C 0.715 2.340 -2.336 0.67 -1.09 1.03
O 0.541 3.690 -1.947 -0.32 0.21 -0.78
C 1.449 4.542 -2.606 -0.31 0.77 0.97
N -0.762 1.593 -0.548 -0.62 0.97 -0.24
H -1.882 3.048 -2.761 -0.01 0.00 0.04
H -2.635 1.457 -2.459 -0.01 -0.02 -0.05
H -1.596 1.675 -3.863 -0.11 0.09 -0.04
H -0.302 0.482 -2.273 0.11 0.00 0.02
H 1.014 2.184 -3.376 -0.21 0.43 -0.15
H 1.519 1.911 -1.714 0.11 0.07 -0.22
H 2.460 4.371 -2.223 0.20 -0.28 -0.62
H 1.219 5.571 -2.302 -0.18 -0.15 0.04
H 1.316 4.519 -3.690 0.41 -0.35 -0.09
H -1.757 1.728 -0.373 -0.09 -0.53 -0.21
H -0.402 2.487 -0.218 0.52 -0.28 0.13
```
Forces are in eV/Å.

Values from the calculation:
- Energy: -48791.467 eV
- Energy above the lowest of the compared OMol25 structures with the same formula, charge and spin: 0.0000 eV
- Lowest unoccupied orbital energy: 4.22 eV
- Net charge: -2

DFT (ωB97M-V/def2-TZVPD) results for a 2-piece molecular cluster, C5H10BrN2 overall in a non-equilibrium geometry.

The geometry in XYZ format:
```
18
Properties=species:S:1:pos:R:3:forces:R:3
C 1.385 -1.813 -2.966 2.07 -2.27 -0.14
C 0.516 -0.882 -2.844 -1.38 0.76 0.08
C -0.637 0.649 1.331 0.91 -0.07 -1.98
C -1.234 1.975 1.413 1.27 0.97 0.70
C 1.440 -0.431 0.395 -0.58 -0.03 0.40
N -1.438 -0.347 1.608 -1.84 -1.59 -0.48
N 0.633 0.557 0.850 -0.32 1.43 0.91
Br -1.221 -0.652 -2.185 0.63 -0.18 0.00
H 1.559 -2.846 -2.582 -1.33 0.64 0.37
H 2.271 -1.724 -3.589 0.00 1.04 -0.28
H -0.497 2.739 1.477 1.06 0.56 0.62
H -1.818 2.025 2.282 -1.02 0.24 1.23
H -1.762 2.402 0.606 -1.13 -0.63 -1.49
H 2.490 -0.328 0.298 0.56 0.69 0.07
H 1.025 -1.334 0.086 -0.82 -1.31 -0.25
H -2.462 -0.188 1.650 1.12 0.48 0.30
H -1.332 -1.281 1.244 0.88 -0.27 0.14
H 1.080 1.476 0.927 -0.09 -0.47 -0.18
```
Forces are in eV/Å.

Values from the calculation:
- Energy: -78358.541 eV
- Energy above the lowest of the compared OMol25 structures with the same formula, charge and spin: 5.2258 eV
- Lowest unoccupied orbital energy (spin up / spin down): -4.84 / -3.91 eV
- Net charge: +1

DFT (ωB97M-V/def2-TZVPD) results for a 9-piece molecular cluster, C6H30N2O8 overall in a non-equilibrium geometry.

The geometry in XYZ format:
```
46
Properties=species:S:1:pos:R:3:forces:R:3
C -2.383 -0.320 -1.522 -0.72 1.07 2.54
C -0.978 -0.536 -0.932 -0.45 -0.37 0.09
C 0.092 -0.441 -2.032 0.01 -0.82 -0.54
C 0.286 0.950 -2.507 -0.54 1.78 -1.86
C -0.253 1.399 -3.669 0.23 -1.20 0.90
C 2.131 1.350 -0.902 -0.79 -0.31 -0.49
N 0.945 1.887 -1.642 0.42 -0.94 0.67
N -0.836 -1.826 -0.241 0.69 1.69 2.42
H -2.629 -1.099 -2.169 -0.28 -1.27 -1.44
H -3.202 -0.359 -0.719 1.29 0.03 -0.83
H -2.485 0.646 -2.010 0.10 0.02 -0.24
H -0.812 0.256 -0.177 0.14 -0.50 -0.30
H 1.030 -0.868 -1.696 0.17 0.15 0.39
H -0.129 -1.107 -2.912 -0.30 0.75 0.75
H -0.113 2.378 -4.049 0.25 0.95 0.01
H -0.875 0.784 -4.312 0.22 -0.25 0.28
H 1.805 0.563 -0.215 0.11 0.21 0.01
H 2.578 2.151 -0.366 0.20 0.72 0.70
H 2.903 0.925 -1.531 -0.11 -0.14 -0.32
H 1.204 2.757 -2.096 -0.25 -0.32 -0.30
H -1.239 -1.786 0.726 0.50 0.26 -1.15
H -1.276 -2.566 -0.682 -1.07 -1.62 -1.47
H 2.947 -1.635 -0.775 -0.06 0.27 0.01
H 4.229 -1.811 -1.520 0.19 0.12 -0.26
O 3.502 -1.184 -1.463 0.15 -0.55 0.14
H -2.453 -0.168 2.091 1.51 -0.76 0.53
H -0.914 -0.088 2.429 -0.26 0.09 -0.03
O -1.650 -0.726 2.372 -1.43 0.48 -0.32
H 1.235 -1.577 3.329 0.45 -0.07 -0.35
H 1.377 -0.278 2.549 0.50 -0.25 -0.07
O 1.872 -1.096 2.744 -0.35 0.24 0.47
H 0.422 1.651 3.230 0.04 0.10 0.27
H 0.030 1.705 1.734 0.02 0.19 -0.05
O 0.300 1.104 2.454 0.14 0.22 0.01
H -0.239 2.305 -0.311 0.43 -0.18 -0.60
H -0.706 3.574 0.471 -0.21 -1.86 0.18
O -0.753 2.569 0.489 0.17 2.34 0.01
H -0.307 -3.229 3.611 -0.10 -0.57 -0.26
H -0.855 -1.776 3.478 0.34 -0.75 0.37
O -0.178 -2.347 3.937 -0.54 1.01 0.19
H -2.149 1.765 1.029 -1.17 -0.29 0.02
H -3.614 1.340 0.614 -0.07 0.11 -0.33
O -3.000 1.350 1.345 0.65 0.35 0.32
H 1.073 -2.314 0.117 0.20 0.09 0.33
H 2.058 -1.912 1.300 -0.25 -0.37 -0.72
O 2.011 -2.361 0.403 -0.15 0.14 0.32
```
Forces are in eV/Å.

Values from the calculation:
- Energy: -26069.995 eV
- Energy above the lowest of the compared OMol25 structures with the same formula, charge and spin: 0.0000 eV
- SMILES: C=C(C[C@@H](C)N)NC.O.O.O.O.O.O.O.O
- Lowest unoccupied orbital energy: -0.09 eV
- Net charge: 0

DFT (ωB97M-V/def2-TZVPD) results for a 7-piece molecular cluster, C21H46B2O7 overall in a non-equilibrium geometry.

The geometry in XYZ format:
```
76
Properties=species:S:1:pos:R:3:forces:R:3
C 4.494 0.456 1.002 0.09 0.51 0.11
C 3.243 1.064 0.326 -0.19 -0.75 -0.05
B 1.985 0.096 0.248 0.67 0.04 -0.08
B 0.466 0.630 0.721 -1.25 0.85 -0.04
C 0.051 2.149 0.391 -0.46 -1.03 0.62
O -0.512 -0.155 1.377 0.45 1.54 -0.33
H 5.250 1.240 1.094 0.09 -0.14 -0.02
H 4.314 0.093 2.017 -0.16 -0.01 -0.06
H 4.935 -0.361 0.432 -0.16 -0.02 -0.09
H 3.520 1.268 -0.722 -0.17 -0.08 0.00
H 2.997 2.044 0.743 0.03 -0.11 0.17
H 2.105 -1.016 -0.192 0.29 -0.01 -0.12
H 0.311 2.762 1.268 0.21 0.15 -0.28
H -1.040 2.229 0.277 0.40 -0.01 -0.04
H 0.532 2.527 -0.514 0.16 0.18 0.22
H -0.667 -0.963 0.913 0.26 -1.19 -0.02
C 2.085 1.985 -5.245 0.25 0.10 -0.04
C 2.257 1.285 -3.926 0.14 0.09 0.04
O 3.266 1.408 -3.268 0.02 -0.04 0.04
C 1.118 0.418 -3.458 0.09 -0.07 0.26
H 2.976 2.572 -5.460 -0.01 0.00 0.05
H 1.943 1.246 -6.035 -0.19 0.12 0.08
H 1.223 2.653 -5.204 -0.09 -0.12 -0.09
H 0.938 -0.379 -4.181 -0.15 0.10 -0.07
H 0.216 1.021 -3.340 -0.07 -0.08 -0.15
H 1.374 -0.028 -2.497 0.02 0.00 -0.03
C 3.355 -1.879 -7.848 -0.03 0.05 0.26
C 2.224 -0.976 -8.264 -0.05 0.04 0.07
O 1.575 -0.363 -7.447 -0.05 -0.06 -0.03
C 1.933 -0.866 -9.736 -0.20 0.17 0.03
H 3.453 -1.862 -6.764 -0.01 0.01 -0.02
H 3.152 -2.902 -8.169 0.12 0.01 -0.13
H 4.289 -1.533 -8.292 0.00 -0.13 -0.11
H 1.670 -1.846 -10.138 0.16 -0.01 -0.08
H 2.807 -0.478 -10.261 0.04 -0.16 -0.07
H 1.098 -0.186 -9.891 0.02 -0.01 0.02
C -2.118 -1.039 4.038 -0.18 0.11 0.27
C -2.608 -2.388 4.495 -0.14 -0.05 0.14
O -3.333 -2.505 5.456 0.00 0.01 0.01
C -2.152 -3.583 3.700 -0.22 -0.02 0.25
H -2.519 -0.268 4.695 -0.03 -0.06 0.01
H -1.029 -1.005 4.076 0.01 0.01 -0.24
H -2.453 -0.845 3.020 0.22 0.01 -0.07
H -1.066 -3.655 3.724 0.01 0.04 -0.20
H -2.491 -3.496 2.667 0.19 0.01 -0.06
H -2.573 -4.488 4.132 0.03 0.00 -0.01
C -4.492 4.770 0.271 0.20 0.16 -0.11
C -3.843 3.413 0.213 0.08 -0.02 -0.05
O -2.821 3.227 -0.409 -0.16 0.09 -0.08
C -4.514 2.296 0.967 0.21 -0.21 -0.03
H -3.904 5.477 -0.312 0.00 -0.04 -0.01
H -5.499 4.719 -0.146 -0.07 0.01 0.17
H -4.539 5.114 1.307 -0.20 -0.07 0.02
H -5.522 2.139 0.581 -0.07 0.08 0.15
H -4.562 2.541 2.030 -0.20 0.07 -0.03
H -3.941 1.379 0.840 0.01 0.03 -0.02
C -1.876 4.328 3.414 -0.16 0.10 -0.17
C -2.992 3.892 4.325 -0.11 0.06 0.00
O -4.135 4.237 4.125 -0.06 -0.03 -0.06
C -2.630 3.008 5.488 -0.26 -0.01 0.09
H -2.282 4.956 2.624 0.03 -0.01 0.00
H -1.135 4.901 3.974 0.11 -0.14 -0.01
H -1.403 3.454 2.962 0.14 0.03 0.08
H -1.924 3.523 6.142 0.13 -0.10 -0.06
H -2.184 2.080 5.126 0.16 0.07 0.05
H -3.528 2.771 6.056 0.01 0.01 -0.02
C 2.052 -5.635 2.028 -0.14 0.13 -0.15
C 0.927 -6.066 2.933 -0.13 0.02 -0.04
O -0.217 -5.744 2.712 0.02 -0.04 -0.04
C 1.286 -6.914 4.125 -0.23 -0.02 0.09
H 1.652 -5.033 1.215 -0.01 -0.01 0.02
H 2.773 -5.038 2.588 0.12 -0.13 0.00
H 2.548 -6.511 1.608 0.14 0.03 0.10
H 1.975 -6.372 4.774 0.14 -0.10 -0.05
H 1.750 -7.845 3.794 0.16 0.06 0.06
H 0.384 -7.150 4.686 0.01 0.02 -0.03
```
Forces are in eV/Å.

Values from the calculation:
- Energy: -38207.892 eV
- Energy above the lowest of the compared OMol25 structures with the same formula, charge and spin: 0.6550 eV
- SMILES: CCBB(C)O.CC(C)=O.CC(C)=O.CC(C)=O.CC(C)=O.CC(C)=O.CC(C)=O
- Lowest unoccupied orbital energy: 0.01 eV
- Net charge: 0